Entry 1:
8
Properties=species:S:1:pos:R:3:forces:R:3:lowdin_charge:R:1 method="wB97M-V/def2-TZVPD" lumo_ev="-1.29 / -1.10" e_homo_ev="-9.701 / -9.231" e_above_lowest_kcal_mol=37.50
S 0.5030 -1.3618 0.3568 -0.4 -2.8 -0.7 1.036
O 0.2306 1.8502 -0.8643 -0.9 -1.1 0.6 0.117
O 1.3263 0.6993 1.5333 0.5 0.1 0.1 -0.029
O -1.3275 1.1014 0.4397 -2.5 -0.2 0.9 0.162
N 0.7499 0.1803 0.5685 0.4 1.9 1.2 -0.541
N -0.5163 -1.3138 -0.8256 0.1 0.3 0.2 -0.312
N -0.2867 1.0896 -0.0623 3.0 2.6 -2.1 -0.415
H -0.6794 -2.2452 -1.1461 -0.1 -0.8 -0.4 -0.019

Entry 2:
5
Properties=species:S:1:pos:R:3:forces:R:3:lowdin_charge:R:1 method="wB97M-V/def2-TZVPD" lumo_ev="-1.49 / -1.49" e_homo_ev="-8.260 / -8.258" e_above_lowest_kcal_mol=57.33
S 1.5935 -0.4534 0.0594 2.0 -1.8 -0.1 0.681
O -1.7913 0.9165 -0.0313 2.4 -2.4 0.0 0.128
O 0.5955 0.7563 0.1336 -3.8 1.8 0.0 -0.711
N -0.9938 0.0866 -0.0355 -0.7 3.6 0.2 0.071
H 0.5961 -1.3061 -0.1261 0.1 -1.1 -0.2 -0.168

Number 1: electronic energy -788.496176 a.u.. Number 2: electronic energy -603.869083 a.u..